This record from the OMol25 dataset describes CH4ClOP as an isolated structure. The level of theory is wB97M-V/def2-TZVPD.

Geometry as ORCA input:
```
! wB97M-V def2-TZVPD RIJCOSX def2/J DEFGRID3
* xyz 0 1
C 0.694 -0.530 -1.381
O -0.480 0.141 -0.070
P 0.149 -0.020 1.409
Cl 2.092 -0.836 -0.522
H 0.658 0.372 -2.169
H -0.103 -1.328 -1.662
H -0.863 0.900 2.100
H -0.559 -1.113 1.899
*
```

E_HOMO (eV): -8.75
Electronic energy (Eh): -917.1772
Relative energy (zero: lowest compared OMol25 entry of this formula, charge and spin) (eV): 4.228